# 1
A 4-piece molecular cluster, C5H21N3O3 overall at a distorted geometry. Source: OMol25; level of theory: ωB97M-V/def2-TZVPD.

Last column: Mulliken charge in e.
CARTESIAN COORDINATES (ANGSTROEM)
N: 0.56272 1.42006 2.14740  -0.786
C: 0.58704 -0.06954 2.19644  0.236
C: -0.81177 -0.52955 2.74336  -1.195
C: 0.95696 -0.69620 0.88181  -1.269
N: 0.24658 -0.27377 -0.35941  0.243
C: -0.96944 -1.04243 -0.76488  -0.621
C: -2.35180 -0.41435 -0.60112  -0.669
N: -2.11462 1.07459 -0.26359  -0.515
H: 1.40507 1.79188 1.69842  0.278
H: -0.12709 1.58608 1.40533  0.297
H: 1.38158 -0.28688 2.92011  0.456
H: -1.65683 0.07718 2.43792  0.260
H: -0.92658 -1.59655 2.44825  0.280
H: -0.85532 -0.58786 3.83965  0.353
H: 0.78834 -1.77873 0.93969  0.335
H: 2.00444 -0.66108 0.55507  0.638
H: 0.06780 0.69936 -0.55053  0.171
H: -0.86404 -2.00823 -0.27156  0.427
H: -0.78673 -1.27680 -1.83772  0.372
H: -3.03630 -0.87429 0.10887  0.312
H: -2.82434 -0.27702 -1.60537  0.369
H: -2.05648 0.97803 0.74396  0.028
H: -2.89501 1.60503 -0.62213  0.241
H: 2.79001 -1.29574 -2.38900  0.294
H: 1.31211 -1.27108 -1.90500  0.321
O: 1.87933 -1.38946 -2.67944  -0.684
H: 2.62238 0.32044 -0.85419  0.150
H: 3.28042 1.64765 -0.56822  0.327
O: 3.40043 0.83982 -1.08203  -0.653
H: -1.05150 1.57092 -3.18709  0.334
H: 0.13492 1.18971 -2.32996  0.338
O: -0.09226 1.52881 -3.19505  -0.669

HOMO energy	-9.45	eV
SMILES	C[C@H](N)CNCCN.O.O.O
net charge	0
E_LUMO	0.5	eV
gap between HOMO and LUMO	9.9560	eV
energy relative to the best compared isomer or geometry (same formula, charge and spin)	1.336	eV



# 2
One molecule with the formula C19H19BrN4O2. Source: OMol25; level of theory: ωB97M-V/def2-TZVPD.

Last column: Mulliken charge in e.
CARTESIAN COORDINATES (ANGSTROEM)
C: -7.10074 -1.31532 1.29455  -1.386
C: -5.70544 -1.16132 0.77422  0.807
C: -4.96084 -2.27361 0.39445  -0.790
C: -3.67477 -2.14925 -0.08908  -0.409
C: -3.07655 -0.89495 -0.21049  0.824
C: -3.82892 0.21306 0.18104  0.008
C: -5.11780 0.09047 0.66156  -0.796
H: -5.66404 0.97580 0.95126  0.301
Br: -3.06534 1.96669 0.06503  -0.252
N: -1.79185 -0.71765 -0.69884  -0.094
C: -0.83974 -1.63752 -1.00330  0.519
O: -0.96494 -2.83865 -0.93611  -0.676
C: 0.44933 -0.96946 -1.48813  -0.518
N: 0.47724 0.44808 -1.16114  0.003
C: 1.12555 1.27186 -2.16271  -1.132
H: 2.18248 1.02195 -2.32410  0.367
H: 0.59505 1.15473 -3.10662  0.413
H: 1.05168 2.31643 -1.86119  0.289
C: 0.95993 0.70185 0.19239  -1.206
C: 2.44682 0.49474 0.32744  0.556
N: 2.90917 -0.70069 0.36171  -0.541
C: 4.27024 -0.88069 0.40470  0.065
C: 4.77649 -2.18376 0.43950  -0.301
C: 6.13637 -2.39114 0.48288  -0.392
C: 7.02171 -1.31389 0.49194  -0.571
C: 6.54109 -0.02451 0.45663  -0.622
C: 5.16517 0.20565 0.41208  0.288
C: 4.63561 1.56493 0.37119  0.420
O: 5.27442 2.59452 0.36868  -0.687
N: 3.24331 1.60400 0.32570  -0.035
H: 2.82803 2.52821 0.29962  0.259
H: 7.20223 0.82888 0.46188  0.464
H: 8.08544 -1.49431 0.52650  0.402
H: 6.52386 -3.39894 0.51034  0.386
H: 4.07837 -3.00580 0.43266  0.484
H: 0.44738 0.01192 0.86560  0.294
H: 0.69229 1.72804 0.46144  0.588
H: 0.47745 -1.09339 -2.57359  0.549
H: 1.30260 -1.51814 -1.06876  0.137
H: -1.47158 0.24376 -0.81888  0.092
H: -3.10583 -3.01721 -0.37836  0.512
H: -5.39912 -3.25681 0.47782  0.385
H: -7.72352 -1.82536 0.56104  0.332
H: -7.10001 -1.91541 2.20366  0.322
H: -7.54478 -0.34870 1.51688  0.340

HOMO energy	-8.42	eV
SMILES	Cc1ccc(NC(=O)CN(C)Cc2nc3ccccc3c(=O)[nH]2)c(Br)c1
net charge	0
E_LUMO	0.4	eV
gap between HOMO and LUMO	8.7889	eV
energy relative to the best compared isomer or geometry (same formula, charge and spin)	0.067	eV



# 3
C23H18F14N2NiO3 as an isolated structure. Source: OMol25; level of theory: ωB97M-V/def2-TZVPD.

Last column: Mulliken charge in e.
CARTESIAN COORDINATES (ANGSTROEM)
Ni: 1.73594 0.11293 0.29277  -0.015
C: -3.91556 1.26721 4.43818  -1.788
C: -2.92452 1.05755 3.32248  0.387
C: -3.30811 1.03483 1.98535  -1.094
C: -2.39390 0.82882 0.97792  -0.394
C: -0.99896 0.63667 1.21372  0.867
N: -0.12738 0.54795 0.18344  0.207
C: -0.64497 0.73848 -1.11111  0.131
C: -0.97544 2.05851 -1.45875  0.165
C: -1.43731 2.41296 -2.70688  -0.924
C: -1.59138 1.43849 -3.68809  0.586
C: -2.06081 1.79145 -5.07595  -1.646
C: -1.26552 0.13475 -3.35585  -0.716
C: -0.78950 -0.25546 -2.09855  -0.641
C: -0.43072 -1.75735 -1.85107  1.755
O: 0.46035 -2.01711 -0.90996  -1.042
C: 0.11010 -2.39760 -3.19214  0.182
F: -0.80809 -2.64435 -4.17813  -0.316
F: 0.69473 -3.58889 -2.96548  -0.309
F: 1.05375 -1.61775 -3.75080  -0.267
C: -1.77175 -2.49248 -1.50834  0.454
F: -2.20587 -2.14730 -0.29795  -0.193
F: -2.79587 -2.23432 -2.37292  -0.313
F: -1.63048 -3.83859 -1.51020  -0.318
C: -0.62818 0.57543 2.59274  -0.379
C: -1.58293 0.81358 3.57621  -0.459
C: 0.81799 0.23681 2.99451  1.280
O: 1.52407 -0.45659 2.08749  -0.910
C: 1.55094 1.57637 3.34788  0.627
F: 2.79284 1.37705 3.84375  -0.303
F: 0.90816 2.34424 4.26762  -0.310
F: 1.68792 2.34152 2.25777  -0.193
C: 0.85229 -0.66806 4.27686  0.406
F: -0.00864 -1.69212 4.17725  -0.277
F: 0.55665 -0.03571 5.45284  -0.288
F: 2.06617 -1.20593 4.47609  -0.272
H: -4.65306 2.03448 4.18262  0.374
H: -3.41048 1.58794 5.35252  0.361
H: -4.47232 0.35386 4.67981  0.289
H: -4.35418 1.17482 1.71954  0.331
H: -2.75172 0.80031 -0.04138  0.338
H: -0.83641 2.80827 -0.68875  0.511
H: -1.66891 3.45172 -2.92652  0.305
H: -2.87683 2.51814 -5.04784  0.374
H: -2.41658 0.90529 -5.60446  0.394
H: -1.25466 2.22895 -5.67292  0.271
H: -1.39680 -0.61535 -4.12476  0.413
H: -1.26855 0.80763 4.61213  0.369
C: 5.39654 -1.89212 -0.24118  -1.364
C: 3.92108 -1.57315 -0.18689  1.069
N: 3.08056 -2.39144 -0.80655  -0.144
O: 3.57636 -0.55736 0.42734  -0.529
H: 5.59881 -2.90092 -0.60164  0.375
H: 5.82104 -1.76131 0.75262  0.277
H: 5.86428 -1.16786 -0.90954  0.273
H: 3.46006 -3.14224 -1.35329  0.240
H: 2.05564 -2.14937 -0.92714  0.088
F: 3.29745 0.44700 -2.07015  -0.380
C: 2.29502 1.08089 -1.29795  0.427
F: 2.91845 2.29142 -0.91280  -0.409
H: 1.55923 1.38444 -2.04554  0.070

HOMO energy (spin up / spin down)	-0.89 / -0.88	eV
net charge	-2
E_LUMO (spin up / spin down)	4.8 / 4.8	eV
gap between HOMO and LUMO (spin up / spin down)	5.7129 / 5.7008	eV
energy relative to the best compared isomer or geometry (same formula, charge and spin)	0.000	eV



# 4
One molecule with the formula C5H7Cl at a distorted geometry. Source: OMol25; level of theory: ωB97M-V/def2-TZVPD.

Last column: Mulliken charge in e.
CARTESIAN COORDINATES (ANGSTROEM)
C: -1.21137 -0.71370 -0.09096  -0.334
C: -1.09700 0.75621 -0.17498  -0.552
C: -0.01498 -0.05766 0.46363  0.013
C: -2.17433 0.19116 0.62594  -0.083
C: 1.31012 -0.03959 -0.35974  -1.080
Cl: -3.77738 0.03787 -0.07543  -0.262
H: -1.55109 -1.56429 -0.72557  0.385
H: -1.20008 1.43129 -0.93425  0.426
H: 0.26307 0.17758 1.56788  0.309
H: -2.38055 0.26284 1.76030  0.289
H: 0.94983 -0.09403 -1.43354  0.296
H: 1.77902 -0.96988 -0.03794  0.316
H: 1.88373 0.92616 0.04357  0.277

HOMO energy (spin up / spin down)	-3.41 / -10.35	eV
net charge	0
multiplicity	3
E_LUMO (spin up / spin down)	1.0 / -3.8	eV
gap between HOMO and LUMO (spin up / spin down)	4.4306 / 6.5336	eV
energy relative to the best compared isomer or geometry (same formula, charge and spin)	5.014	eV



# 5
A 2-piece molecular cluster, C3H8N2O overall at a distorted geometry. Source: OMol25; level of theory: ωB97M-V/def2-TZVPD.

Last column: Mulliken charge in e.
CARTESIAN COORDINATES (ANGSTROEM)
C: 0.50940 -0.59929 -0.32072  1.095
C: -0.29041 -1.81884 -0.72084  -1.213
C: 0.73300 -0.33632 1.04817  -1.458
O: 0.76195 0.28652 -1.19399  -0.799
N: -1.01815 1.80500 0.87236  -0.514
N: -0.47327 2.26625 -0.14899  0.126
H: 0.49670 1.86807 -0.60904  0.353
H: -1.02661 2.83562 -0.79985  0.259
H: -0.60813 -1.75090 -1.76005  0.345
H: 0.32350 -2.71330 -0.59627  0.286
H: -1.16896 -1.94711 -0.08672  0.298
H: 0.60133 -1.13191 1.76954  0.343
H: 1.57627 0.30948 1.27508  0.400
H: -0.41663 0.92674 1.27132  0.479

HOMO energy (spin up / spin down)	-7.74 / -7.74	eV
net charge	0
E_LUMO (spin up / spin down)	-0.8 / -0.8	eV
gap between HOMO and LUMO (spin up / spin down)	6.9652 / 6.9639	eV
energy relative to the best compared isomer or geometry (same formula, charge and spin)	4.749	eV



# 6
One molecule with the formula CH2N2O2 at a distorted geometry. Source: OMol25; level of theory: ωB97M-V/def2-TZVPD.

Last column: Mulliken charge in e.
CARTESIAN COORDINATES (ANGSTROEM)
C: 1.14819 -0.24695 -1.29523  0.058
N: 0.12819 -0.87789 -0.89015  -0.115
N: -0.19945 0.46604 -0.94033  -0.149
O: 1.38593 0.89870 0.73126  -0.329
O: -0.02633 1.01457 0.34041  -0.089
H: -0.28896 -1.60965 -0.34938  0.245
H: 1.77682 1.38712 -0.07275  0.378

HOMO energy (spin up / spin down)	-6.72 / -10.79	eV
net charge	0
multiplicity	3
E_LUMO (spin up / spin down)	1.0 / -2.9	eV
gap between HOMO and LUMO (spin up / spin down)	7.6728 / 7.9072	eV
energy relative to the best compared isomer or geometry (same formula, charge and spin)	9.366	eV



# 7
A 3-piece molecular cluster, CH2F3NS overall at a distorted geometry. Source: OMol25; level of theory: ωB97M-V/def2-TZVPD.

Last column: Mulliken charge in e.
CARTESIAN COORDINATES (ANGSTROEM)
C: -2.88762 2.34397 -1.31626  0.038
N: -2.04983 1.86562 -0.66438  -0.306
F: 3.71217 -2.14705 0.28880  -0.213
F: 2.32913 -2.78603 2.30935  -0.222
F: -0.12641 -0.41750 -0.60087  -0.405
S: 3.23562 -1.50274 1.74408  0.436
H: -3.65487 2.77419 -1.93276  0.268
H: -0.55818 -0.13045 0.17204  0.404

HOMO energy	-9.84	eV
SMILES	C#N.FSF.F
net charge	0
E_LUMO	-0.2	eV
gap between HOMO and LUMO	9.6679	eV
energy relative to the best compared isomer or geometry (same formula, charge and spin)	1.875	eV



# 8
One molecule with the formula C19H17ClF2N4O3 at a distorted geometry. Source: OMol25; level of theory: ωB97M-V/def2-TZVPD.

Last column: Mulliken charge in e.
CARTESIAN COORDINATES (ANGSTROEM)
O: 0.78615 -0.93075 6.68373  -0.566
F: 3.65006 3.44240 1.84455  -0.293
F: 4.09972 1.10478 3.05957  -0.283
Cl: -2.74337 0.80465 6.68670  -0.231
N: 0.27117 -3.10665 -0.72479  -0.934
N: 0.64124 -1.15398 -1.74419  -0.411
O: -0.62001 -2.98610 -2.85928  -0.327
O: -1.90369 -1.92771 -6.13065  -0.395
C: -0.36715 -0.63291 6.42106  0.456
C: 0.04265 -2.42019 -1.80915  0.581
C: 1.08733 -1.10266 -0.55202  -0.045
C: 2.32450 2.46685 0.14467  -0.654
C: 1.74156 1.31585 -0.48168  -0.620
C: 2.66419 0.00602 1.37618  -0.223
C: -1.22157 -1.16296 2.88224  -0.582
C: 0.48469 -2.59907 3.85265  -0.739
C: -0.77159 -1.56898 1.62249  -0.090
C: 1.13219 -2.68656 2.60514  -0.438
C: 3.14635 2.34801 1.32288  0.575
C: 3.31084 1.12257 1.94398  0.149
C: 1.85577 0.04478 0.12016  0.426
C: -0.58187 -1.63631 4.05211  0.707
C: 0.48951 -2.13447 1.52195  -0.307
N: -1.03976 -1.19965 5.30129  -0.203
N: 0.93289 -2.25144 0.16967  0.765
C: -1.96701 -0.57618 -6.37604  -0.676
C: -1.13349 0.42803 7.27015  -0.280
C: -0.48109 -2.28544 -4.11274  -0.180
C: -1.90077 -2.25280 -4.76844  -0.668
H: 2.07706 3.38829 -0.36514  0.379
H: 0.93240 1.55468 -1.19617  0.328
H: 2.84249 -0.96600 1.83913  0.445
H: -2.02371 -0.45735 2.96619  0.341
H: 1.11791 -2.94732 4.64764  0.352
H: -1.32404 -1.25223 0.69575  0.277
H: 2.03144 -3.22600 2.39096  0.546
H: -1.89609 -0.72250 5.27165  0.116
H: -1.30304 -0.32739 -7.23516  0.242
H: -1.67698 -0.00490 -5.49317  0.341
H: -3.00539 -0.28211 -6.57435  0.268
H: -0.53192 1.36011 7.29362  0.279
H: -1.14049 0.01237 8.31220  0.294
H: 0.09700 -2.78101 -4.89093  0.279
H: -0.16252 -1.14924 -4.05708  0.247
H: -2.28077 -3.32390 -4.63062  0.299
H: -2.54684 -1.59186 -4.24737  0.452

HOMO energy	-8.97	eV
SMILES	COCCOc1nc(-c2ccc(F)c(F)c2)n(-c2ccc(NC(=O)CCl)cc2)n1
net charge	0
E_LUMO	0.1	eV
gap between HOMO and LUMO	9.0658	eV
energy relative to the best compared isomer or geometry (same formula, charge and spin)	1.718	eV